(1)
# C16H37NOsSi4

C16H37NOsSi4 as an isolated structure in a non-equilibrium geometry (ωB97M-V/def2-TZVPD, the Open Molecules 2025 dataset).

- E_HOMO (spin up / spin down) (eV) = -3.7431 / -8.0168
- electronic energy (Ha) = -1934.99986
- multiplicity = 5
- HOMO-LUMO gap (spin up / spin down) (eV) = 4.20 / 6.30

Each line ends with the Löwdin spin population.
Positions of all 59 atoms, in Å:
C -1.3891 0.6391 -4.0492  0.193
C -0.0673 0.2273 -4.2945  0.111
C 0.8128 1.0911 -3.6036  0.098
C 0.0189 2.0384 -2.8901  0.078
C -1.3592 1.7717 -3.1907  0.130
Os -0.3823 0.2301 -2.2974  1.608
N -1.6081 -1.3518 -1.5761  0.646
C -0.9133 -2.3965 -2.1886  0.087
C 0.5397 -1.7966 -2.4340  0.177
H 1.9179 1.0243 -3.5943  0.021
H 0.1979 -0.7019 -4.7917  0.003
H 0.4042 2.9009 -2.3224  0.017
H -2.2325 2.3434 -2.8641  0.020
H -2.2784 0.1548 -4.4365  0.025
H 0.8207 -1.9370 -3.4822  0.007
H -1.3719 -2.6701 -3.1993  0.030
H -2.5111 -0.9725 -1.5939  0.034
H 1.3692 -2.0606 -1.7086  0.021
H -0.9176 -3.3242 -1.5204  0.016
C -3.1564 0.0097 1.7560  0.006
Si -1.5861 -1.0247 1.6853  0.034
C -0.9325 -1.1852 3.4550  0.005
C -1.9657 -2.7593 1.0686  0.016
Si -0.0837 -0.0086 0.1684  0.339
Si 0.0466 2.2031 1.0378  0.099
C 0.0343 2.3257 2.9173  0.032
C 1.6366 2.9851 0.4038  0.013
C -1.4630 3.1004 0.3663  0.006
Si 2.0514 -0.8762 0.7859  0.057
C 2.6865 -0.3330 2.4795  0.019
C 1.9538 -2.7619 0.8056  0.007
C 3.2507 -0.2953 -0.5341  0.007
H -3.9018 -0.5246 2.3657  0.000
H -3.5836 0.1484 0.7541  0.003
H -2.9941 1.0016 2.2002  0.000
H -1.6925 -1.7007 4.0644  0.001
H -0.0211 -1.7982 3.4822  0.000
H -0.7219 -0.2192 3.9319  0.000
H -2.2677 -2.6972 0.0134  0.007
H -1.1002 -3.4336 1.1455  0.001
H -2.8036 -3.1838 1.6443  0.001
H 0.8937 1.8235 3.3777  0.000
H 0.0900 3.3951 3.1734  0.006
H -0.8837 1.9194 3.3593  0.000
H 1.7184 2.9327 -0.6881  0.001
H 1.6443 4.0447 0.7005  0.002
H 2.5200 2.5021 0.8396  0.000
H -1.4827 3.0991 -0.7296  0.003
H -2.3957 2.6523 0.7295  0.000
H -1.4297 4.1459 0.7058  0.000
H 2.0024 -0.5970 3.2968  0.000
H 3.6481 -0.8398 2.6637  0.003
H 2.8688 0.7485 2.5184  0.000
H 1.6144 -3.1995 -0.1422  0.002
H 2.9597 -3.1602 1.0183  0.001
H 1.2767 -3.1025 1.6030  0.000
H 2.8341 -0.4132 -1.5440  0.004
H 3.5114 0.7620 -0.3839  0.000
H 4.1732 -0.8954 -0.4579  0.000

(2)
# C16H38Cl4F6N3O8

A 9-piece molecular cluster, C16H38Cl4F6N3O8 overall in a non-equilibrium geometry (ωB97M-V/def2-TZVPD, the Open Molecules 2025 dataset).

- E_HOMO (eV) = -1.5272
- charge = -1
- electronic energy (Ha) = -3837.99845
- HOMO-LUMO gap (eV) = 2.87

Each line ends with the Mulliken charge.
Positions of all 75 atoms, in Å:
N 1.0363 0.1088 -0.1719  -0.434
H 1.7125 0.3397 0.5420  0.365
H 1.3113 -0.0530 -1.1302  0.323
H 0.1878 0.6532 -0.2332  0.369
H 0.7566 -0.8516 -0.0328  0.226
N 6.3626 -1.0270 2.6673  -0.660
H 6.5828 -1.1895 3.6395  0.409
H 5.4347 -0.6606 2.8254  0.248
H 6.1085 -1.8598 2.1554  0.417
H 6.7876 -0.2093 2.2540  0.441
N -2.4983 -3.5277 3.3057  -0.631
H -2.2689 -2.8629 4.0305  0.332
H -3.4963 -3.3865 3.2427  0.430
H -2.3635 -4.4432 3.7105  0.416
H -1.8982 -3.4957 2.4939  0.304
O 0.8879 -3.6956 0.3898  -0.808
C 1.7450 -4.5572 -0.3035  -0.411
C 3.3265 -4.2198 -0.3932  -0.303
O 4.1013 -4.3391 0.7462  -0.912
H 1.4277 -4.7213 -1.3332  0.153
H 1.6533 -5.5086 0.2206  0.213
H 3.4566 -3.1721 -0.6644  0.042
H 3.8719 -4.5512 -1.2768  0.307
O 2.4512 0.6679 4.2289  -0.958
C 1.4990 1.1220 5.2675  -0.530
C 0.0284 0.4884 5.5822  -0.107
O -0.2437 -0.8861 5.8069  -0.901
H 1.3888 2.2064 5.2561  0.225
H 2.0139 1.2250 6.2227  0.276
H -0.5594 0.6224 4.6741  0.022
H -0.3132 1.1751 6.3566  0.199
C 6.9132 -0.2922 -5.3145  -1.120
C 5.7920 -0.6272 -4.2891  -0.217
O 4.7038 -1.1305 -5.0709  -0.253
C 3.3951 -0.6634 -4.9504  0.457
O 3.0016 0.1293 -4.0713  -0.578
C 2.4563 -1.2462 -6.0040  0.803
F 2.2087 -0.3465 -6.9788  -0.243
F 2.9565 -2.3722 -6.4736  -0.224
F 1.2719 -1.5819 -5.4759  -0.236
H 7.7413 0.1165 -4.7354  0.371
H 6.6663 0.3409 -6.1667  0.332
H 7.3406 -1.2065 -5.7264  0.293
H 5.5258 0.2273 -3.6671  0.312
H 6.2013 -1.4181 -3.6604  0.276
C -9.1245 2.3817 0.3916  -1.061
C -8.0589 1.3769 0.8770  -0.213
O -7.1366 2.2442 1.6465  -0.229
C -5.9892 1.7922 2.1342  0.348
O -5.6761 0.6076 2.1415  -0.561
C -5.0081 2.8904 2.4542  0.861
F -4.9338 2.9945 3.7703  -0.244
F -3.7627 2.5827 2.0806  -0.219
F -5.4721 4.0835 1.9500  -0.242
H -9.9621 1.8690 -0.0815  0.364
H -8.5867 3.0471 -0.2838  0.285
H -9.3596 2.8213 1.3609  0.297
H -7.4972 0.9355 0.0537  0.310
H -8.5618 0.6250 1.4851  0.286
Cl -6.4906 -1.4244 -3.1337  -0.176
C -5.1858 -2.4426 -2.5040  -0.399
C -3.8144 -1.9236 -2.8943  -0.449
Cl -3.6503 -0.2923 -2.1335  -0.209
H -5.2782 -3.4255 -2.9661  0.285
H -5.4825 -2.5357 -1.4593  0.292
H -3.6944 -1.8446 -3.9748  0.282
H -2.8391 -2.3674 -2.6943  0.365
Cl 2.8823 5.2650 -1.3671  -0.193
C 3.0525 5.9781 0.2391  -0.434
C 1.7938 5.7052 1.0485  -0.370
Cl 0.4706 6.7164 0.5068  -0.182
H 3.2931 7.0255 0.0569  0.306
H 3.9160 5.5158 0.7173  0.292
H 1.9809 5.8223 2.1159  0.302
H 1.5108 4.6556 0.9676  0.273

(3)
# C16H38N2O8S2

A 4-piece molecular cluster, C16H38N2O8S2 overall in a non-equilibrium geometry (ωB97M-V/def2-TZVPD, the Open Molecules 2025 dataset).

- SMILES = O=S1(=O)OCCO1.O=S1(=O)OCCO1.CCN(CC)CC.CCN(CC)CC
- E_HOMO (eV) = -8.7885
- electronic energy (Ha) = -2140.13069
- HOMO-LUMO gap (eV) = 9.18
- energy relative to the best compared isomer or geometry (same formula, charge and spin) (eV) = 0.5255

Each line ends with the Mulliken charge.
Positions of all 66 atoms, in Å:
O -32.7201 10.8263 -10.8960  -0.528
S -31.3899 10.5613 -11.3319  1.067
O -30.2973 10.9005 -10.4782  -0.531
O -31.2520 9.0399 -11.8802  -0.270
C -31.1004 9.0098 -13.3052  -0.116
C -31.5979 10.3581 -13.8061  -0.297
O -31.1558 11.2400 -12.8060  -0.327
H -30.0454 8.8463 -13.5315  0.212
H -31.6483 8.1643 -13.7129  0.204
H -32.6887 10.2977 -13.9050  0.300
H -31.1463 10.6862 -14.7390  0.305
O -31.1867 4.0854 -12.7630  -0.589
S -31.0599 4.5293 -14.1290  1.034
O -30.9358 5.9387 -14.3333  -0.492
O -29.9019 3.7404 -14.8915  -0.345
C -30.4221 2.7034 -15.7155  0.132
C -31.8275 3.1501 -16.1104  0.209
O -32.2818 3.9648 -15.0215  -0.397
H -29.7495 2.4961 -16.5409  0.304
H -30.5137 1.7892 -15.1263  -0.047
H -32.5687 2.4293 -16.4364  0.182
H -31.7138 3.8305 -16.9623  -0.218
C -27.2170 0.0538 -17.6362  -1.100
C -28.0274 -0.9812 -16.8747  -0.723
N -28.7007 -0.3771 -15.7192  0.601
C -27.7819 -0.1147 -14.6019  -0.785
C -28.2877 1.0130 -13.7198  -1.157
C -29.8811 -1.1192 -15.2788  -0.700
C -30.9793 -1.0232 -16.3512  -1.204
H -27.9139 0.7174 -18.1497  0.145
H -26.5380 -0.4272 -18.3389  0.405
H -26.6273 0.6549 -16.9469  0.297
H -28.7742 -1.4658 -17.5016  0.447
H -27.4021 -1.7880 -16.4517  0.375
H -27.6459 -1.0778 -14.0797  0.365
H -26.7620 0.1285 -14.9080  0.481
H -29.3145 0.7938 -13.4210  0.287
H -27.7286 1.0570 -12.7856  0.458
H -28.2498 1.9260 -14.3023  0.137
H -30.3525 -0.7048 -14.3890  0.284
H -29.6362 -2.1741 -15.1073  0.537
H -31.1730 -2.0176 -16.7716  0.345
H -30.7233 -0.3912 -17.2020  0.270
H -31.9749 -0.6994 -16.0371  0.338
C -30.8448 3.8218 -19.8085  -1.429
C -32.2314 3.2655 -19.6451  -0.531
N -33.1470 4.2456 -19.0357  0.385
C -34.3823 3.6440 -18.5645  -0.748
C -35.3944 3.1937 -19.6647  -1.278
C -33.3873 5.3714 -19.9291  -0.382
C -34.0701 6.5152 -19.1804  -1.378
H -30.5306 4.3549 -18.9067  0.324
H -30.7443 4.5789 -20.5908  0.394
H -30.0909 3.0773 -20.0705  0.396
H -32.6882 2.9387 -20.5907  0.414
H -32.1728 2.4007 -18.9760  0.384
H -34.2457 2.7806 -17.9168  0.350
H -34.8899 4.4128 -17.9769  0.485
H -36.0787 3.9407 -20.0571  0.278
H -34.8547 2.6219 -20.4179  0.301
H -36.0498 2.4827 -19.1502  0.429
H -33.9485 5.0968 -20.8337  0.347
H -32.4611 5.7741 -20.3387  0.377
H -35.1523 6.3623 -19.1420  0.284
H -33.9671 7.4804 -19.6869  0.424
H -33.7096 6.7165 -18.1726  0.281

(4)
# C16H38N3O9P2S

A 3-piece molecular cluster, C16H38N3O9P2S overall in a non-equilibrium geometry (ωB97M-V/def2-TZVPD, the Open Molecules 2025 dataset).

- E_HOMO (eV) = -11.2185
- charge = +1
- electronic energy (Ha) = -2554.48858
- HOMO-LUMO gap (eV) = 7.07

Each line ends with the Mulliken charge.
Positions of all 69 atoms, in Å:
C -2.4204 -1.6653 -4.4243  -0.998
C -1.4013 -0.9315 -3.4091  0.170
C -2.1410 0.1495 -2.4873  0.534
O -2.9672 0.9836 -2.9121  -0.533
O -1.9010 0.1649 -1.0552  -0.395
C -0.6463 0.8990 -0.8375  0.000
C -0.4188 1.1066 0.7368  -0.518
P 1.3036 0.6706 1.3541  0.359
C 2.5446 1.1903 0.0408  -0.854
C 3.9188 0.3526 0.0188  -0.469
C 4.4003 -0.0496 -1.4842  -0.758
N 3.3130 -0.6216 -2.3335  -0.506
C 1.5014 -1.0895 1.9981  -0.939
P 1.3438 -2.4455 0.6967  0.751
O 2.7085 -2.7521 0.0703  -0.662
O 0.8947 -3.8728 1.5588  -0.517
O 0.1284 -2.1741 -0.4554  -0.418
S 1.6779 1.9809 3.0651  1.094
C 1.5777 1.0125 4.6722  -0.911
O 3.1355 2.3844 2.9360  -0.608
O 0.7277 3.1490 3.0999  -0.611
H -1.8945 -2.0276 -5.3656  0.310
H -3.2724 -0.9637 -4.6999  0.285
H -2.8349 -2.5792 -3.8661  0.248
H -0.5048 -0.5103 -3.9732  0.321
H -1.0083 -1.7415 -2.7042  -0.167
H -0.7019 1.9235 -1.3819  0.597
H 0.1701 0.2976 -1.3641  -0.155
H -1.2551 0.5728 1.3228  0.513
H -0.5487 2.2417 0.9270  0.242
H 2.8362 2.2822 0.2908  0.594
H 2.0859 1.2490 -1.0167  0.577
H 3.8900 -0.5401 0.7279  0.252
H 4.7571 1.0396 0.4201  0.377
H 4.8740 0.8567 -2.0147  0.357
H 5.1743 -0.8927 -1.3350  0.288
H 2.9500 0.1113 -2.9690  0.345
H 2.5341 -0.9146 -1.7302  0.070
H 2.4791 -1.1657 2.6059  0.536
H 0.6542 -1.2546 2.7661  0.543
H 1.5713 -4.5730 1.4073  0.356
H 0.6280 -1.8326 -1.2448  0.238
H 0.4727 0.9314 4.9817  0.355
H 2.0347 -0.0387 4.5385  0.279
H 2.1888 1.5146 5.4952  0.398
C -1.5961 -5.2802 0.0653  -0.942
C -2.8508 -5.6072 -0.7025  0.530
O -2.8463 -5.7762 -1.9134  -0.656
N -4.0132 -5.7118 -0.0017  -0.158
C -4.2153 -5.5474 1.4215  -0.787
H -0.7511 -5.2294 -0.6204  0.277
H -1.7012 -4.3114 0.5582  0.219
H -1.3957 -6.0595 0.8040  0.436
H -4.8124 -5.9323 -0.5792  0.239
H -4.6302 -6.4759 1.8202  0.284
H -4.9336 -4.7390 1.5766  0.275
H -3.2912 -5.3126 1.9453  0.300
C -1.3480 6.3363 -1.0907  -1.512
C -0.6548 5.2168 -0.3613  0.917
O -0.5550 4.0889 -0.8398  -0.602
N -0.1318 5.4887 0.8634  0.022
C -0.1510 6.7448 1.5828  -0.992
H -1.7138 5.9744 -2.0508  0.292
H -2.1995 6.6918 -0.5067  0.404
H -0.6474 7.1540 -1.2722  0.409
H 0.3182 4.6936 1.2962  0.073
H 0.8806 7.0472 1.7751  0.310
H -0.6614 6.5880 2.5354  0.297
H -0.6586 7.5305 1.0280  0.396